{
  "formula": "C32H70Cl2N6O36",
  "method": "ωB97M-V/def2-TZVPD",
  "species": ["Cl", "C", "C", "Cl", "H", "H", "H", "H", "C", "N", "O", "O", "H", "H", "H", "C", "N", "O", "O", "H", "H", "H", "C", "N", "O", "O", "H", "H", "H", "C", "N", "O", "O", "H", "H", "H", "C", "N", "O", "O", "H", "H", "H", "C", "N", "O", "O", "H", "H", "H", "C", "O", "C", "O", "O", "C", "H", "H", "H", "H", "H", "H", "C", "O", "C", "O", "O", "C", "H", "H", "H", "H", "H", "H", "C", "O", "C", "O", "O", "C", "H", "H", "H", "H", "H", "H", "C", "O", "C", "O", "O", "C", "H", "H", "H", "H", "H", "H", "C", "O", "C", "O", "O", "C", "H", "H", "H", "H", "H", "H", "C", "O", "C", "O", "O", "C", "H", "H", "H", "H", "H", "H", "C", "O", "C", "O", "O", "C", "H", "H", "H", "H", "H", "H", "C", "O", "C", "O", "O", "C", "H", "H", "H", "H", "H", "H"],
  "positions_angstrom": [[-13.010280, 14.982770, 0.471840], [-13.343580, 14.547730, -1.207190], [-12.687120, 13.187840, -1.556010], [-12.976910, 12.710010, -3.259760], [-12.897990, 15.342600, -1.805300], [-14.400980, 14.639760, -1.455270], [-12.924120, 12.386200, -0.856500], [-11.603710, 13.304040, -1.584640], [-9.268150, 5.703660, 0.057740], [-9.658220, 5.537610, -1.401830], [-10.801750, 5.911120, -1.694220], [-8.886260, 4.842160, -2.069230], [-9.413860, 6.737430, 0.371090], [-8.234900, 5.358310, 0.093010], [-9.896920, 5.019670, 0.627750], [-11.254000, 9.600490, 2.335020], [-10.477090, 10.237630, 1.219840], [-9.400420, 9.746160, 0.905690], [-11.020950, 11.167190, 0.590930], [-11.548450, 10.351380, 3.068200], [-10.700580, 8.881280, 2.938810], [-12.024040, 9.097360, 1.750210], [-6.304990, 9.367150, -1.674250], [-6.214480, 10.704590, -1.025510], [-7.194900, 11.272610, -0.626570], [-5.087960, 11.274950, -0.946240], [-6.446830, 8.714070, -0.813160], [-5.401090, 9.123970, -2.232760], [-7.147070, 9.393110, -2.365860], [-5.941670, 12.643410, -4.200590], [-5.576020, 11.430880, -5.019800], [-4.619460, 10.781980, -4.684170], [-6.271260, 11.180840, -6.003860], [-6.056750, 13.465700, -4.906780], [-5.054010, 12.680670, -3.569100], [-6.836170, 12.494880, -3.595690], [-6.562130, 9.389310, 5.019540], [-7.502030, 8.499650, 4.218560], [-8.414420, 7.859310, 4.828190], [-7.400510, 8.433860, 3.027750], [-6.635650, 9.217690, 6.093420], [-6.980790, 10.376710, 4.824910], [-5.538480, 9.329670, 4.649850], [-3.583770, 7.431520, -7.453570], [-3.391130, 5.990690, -7.154860], [-2.250080, 5.648720, -7.004330], [-4.353490, 5.230430, -7.224910], [-3.000440, 7.744120, -8.319650], [-3.232550, 7.995660, -6.589570], [-4.626310, 7.682620, -7.648910], [-6.311870, 5.032640, 2.698800], [-6.715300, 4.520330, 1.458530], [-6.402460, 3.192600, 1.126210], [-5.741890, 2.496470, 1.887080], [-6.883060, 2.912360, -0.046920], [-6.965710, 1.511480, -0.330770], [-6.403460, 6.118340, 2.729880], [-5.317590, 4.865320, 3.112940], [-6.985550, 4.638100, 3.459460], [-7.597130, 1.104140, 0.458830], [-5.993700, 1.024210, -0.254130], [-7.398240, 1.322580, -1.313280], [-3.817180, 12.989250, 2.767770], [-3.818610, 13.091640, 1.362480], [-3.672230, 14.348900, 0.744120], [-3.559720, 15.430670, 1.374250], [-3.741970, 14.182210, -0.545750], [-3.773620, 15.317800, -1.348180], [-3.956800, 11.986740, 3.172220], [-4.526690, 13.729970, 3.136580], [-2.803470, 13.189290, 3.114870], [-3.016440, 16.077940, -1.155900], [-4.749880, 15.764570, -1.536350], [-3.485370, 14.874660, -2.301400], [-4.988300, 6.303620, -3.733990], [-3.600000, 5.995450, -3.625250], [-2.673910, 6.926070, -3.955400], [-2.892740, 8.115380, -4.273400], [-1.530230, 6.289550, -4.170760], [-0.466780, 6.939850, -4.863080], [-5.324140, 7.339390, -3.684100], [-5.590040, 6.016950, -2.871540], [-5.333500, 5.867350, -4.671330], [-0.261550, 7.828740, -4.266550], [-0.623780, 7.216690, -5.905580], [0.455810, 6.360450, -4.827870], [-7.117840, 14.564050, -0.296430], [-7.280550, 15.656710, -1.253970], [-7.831940, 15.629270, -2.464400], [-8.408600, 14.667340, -3.006520], [-7.584810, 16.753990, -3.061990], [-8.053190, 17.070890, -4.395200], [-8.068550, 14.074930, -0.084300], [-6.674580, 14.985940, 0.605590], [-6.415560, 13.849270, -0.725360], [-7.438270, 17.857740, -4.832060], [-9.088020, 17.396380, -4.288920], [-8.004290, 16.220680, -5.075520], [-11.836430, 13.327480, 3.842590], [-10.661280, 13.499140, 3.083310], [-9.574630, 12.726220, 3.245070], [-9.467850, 11.798160, 4.071270], [-8.643480, 13.158240, 2.411910], [-7.334040, 12.628150, 2.316860], [-11.660440, 13.677180, 4.859870], [-12.173810, 12.298680, 3.968470], [-12.656800, 13.908010, 3.420580], [-7.372860, 11.682590, 1.776020], [-6.962350, 12.379350, 3.310870], [-6.635470, 13.339770, 1.876740], [-2.431850, 10.300120, -1.894700], [-1.156410, 9.840110, -2.411490], [0.025880, 10.316380, -2.066390], [0.285440, 10.950970, -1.052030], [0.879210, 9.876290, -2.996740], [2.258390, 9.977360, -2.750800], [-2.576860, 11.373360, -2.018020], [-2.473370, 10.013170, -0.843970], [-3.223290, 9.769080, -2.423600], [2.712820, 9.348390, -3.516300], [2.539300, 9.542200, -1.791730], [2.749430, 10.949510, -2.794480], [-10.529370, 10.508700, -2.339610], [-9.411150, 10.046860, -3.030840], [-9.579270, 9.095960, -3.986700], [-10.665870, 8.662720, -4.389100], [-8.386070, 8.803070, -4.551490], [-8.354570, 8.167900, -5.803250], [-10.229470, 11.394030, -1.778940], [-10.846860, 9.808270, -1.567150], [-11.338380, 10.852040, -2.984380], [-8.943370, 8.781520, -6.485080], [-8.788420, 7.172480, -5.708250], [-7.295590, 8.108400, -6.054480], [-4.872780, 8.855010, 1.564620], [-4.441840, 7.538820, 1.566930], [-3.928060, 7.026710, 0.507060], [-3.724560, 7.660250, -0.541090], [-3.726400, 5.689650, 0.729360], [-3.200210, 4.875350, -0.326890], [-5.917810, 8.851380, 1.254790], [-4.218480, 9.494570, 0.972210], [-4.784240, 9.180920, 2.600980], [-3.011090, 3.941750, 0.202960], [-2.261280, 5.158030, -0.802900], [-3.857220, 4.816550, -1.194640]],
  "atomic_forces_ev_per_a": [[-0.1204, -0.1130, 0.3310], [0.3926, -0.1671, -1.2129], [0.5225, 0.8121, -0.0403], [-0.7419, 0.1986, 0.1322], [0.2854, -0.2022, -0.0397], [-0.0947, -0.5552, 0.4920], [-0.2986, 0.0723, -0.2581], [-0.0806, 0.1552, 0.5726], [0.5597, -0.0687, -0.7614], [-1.0763, -1.1613, 0.8768], [2.0156, -0.3655, -0.3258], [-1.2611, 1.3877, 0.1282], [-0.0032, -0.1309, -0.1215], [-0.2143, 0.3385, 0.2837], [-0.0816, 0.1479, -0.1509], [0.0752, -0.0507, 0.0685], [0.5027, 0.6245, -1.0378], [-0.8903, 0.4485, 0.4017], [0.7203, -1.4058, 1.5585], [-0.4888, 0.1737, -0.6715], [0.5673, -0.0262, -0.7249], [-0.4655, 0.1768, 0.6343], [-0.1231, 0.1120, 0.0805], [2.9953, 2.4057, -0.4397], [-1.0178, -0.6592, 0.0318], [-1.7217, -1.7325, -0.3445], [-0.1528, -0.3458, -0.4468], [0.1155, 0.2946, 0.4739], [-0.1895, -0.0327, 0.3836], [1.0320, -0.5228, 0.0265], [-1.6145, -0.0205, -1.0720], [0.3660, -0.2197, 0.2960], [0.4217, 0.2445, 0.6985], [-0.0108, -0.0656, 0.2789], [-0.2722, 0.7445, 0.1929], [-0.0778, -0.2167, -0.3581], [-0.7831, 0.3266, -0.2275], [-2.3015, -2.0645, 2.1385], [2.3953, 1.8349, -0.7098], [0.6279, 0.5287, -0.5284], [-0.1407, -0.4697, -0.3427], [0.1640, 0.1328, -0.0498], [-0.3172, -0.2603, -0.1130], [-0.5145, 1.0922, 0.2554], [-1.0210, -0.2272, -1.5688], [0.6889, -0.4146, 0.4795], [0.5194, 0.6934, 0.4721], [0.1799, -0.5459, 0.0835], [-0.0114, -0.0905, 0.0484], [0.0493, -0.4447, 0.1880], [-0.2730, 0.2263, 2.0397], [0.5320, -1.5425, -1.8774], [1.7089, 1.5122, 3.3809], [-1.2656, 0.6016, -1.4806], [-0.4076, 0.2335, -0.9208], [0.0115, -0.7352, 0.6134], [-0.3492, -0.0989, -0.6823], [0.3290, -0.6711, -0.9703], [-0.1362, -0.0033, 0.1194], [-0.0772, -0.3633, -0.2411], [0.0482, 0.2218, -0.0600], [0.0195, 0.5723, 0.1524], [1.0474, 1.3408, 0.4694], [0.0485, 0.8057, -2.2644], [-0.2530, 1.3325, 4.3065], [-0.3329, -3.4509, -2.0411], [-0.1962, -0.8977, 1.0345], [0.7413, 0.5914, -2.5153], [-0.7789, -0.1910, -0.9020], [0.1262, -0.2246, 0.5645], [-0.0158, 0.6209, 0.2341], [-0.1730, -0.1255, 0.6588], [-0.1764, -0.0941, 0.7826], [-0.0037, 0.2938, -0.3107], [-0.9579, 0.7193, 0.0107], [0.4151, 0.8020, 0.7518], [-0.9213, 2.3242, -2.6650], [0.3070, -3.0692, 1.3121], [-0.1179, -1.0816, 0.1328], [0.7795, 1.5627, 0.9891], [1.1736, 0.6127, -0.7349], [0.5766, -1.3273, 0.1119], [-0.2071, -0.1100, 0.2333], [0.1422, 0.3567, -0.3975], [-0.7186, -0.2321, 0.1883], [-0.5148, -0.6184, 0.2225], [-0.3064, -0.1475, -1.3751], [0.2145, 0.8083, 0.6195], [-1.0163, -3.8739, -0.9460], [0.9972, 1.6867, 1.4344], [0.8446, 2.0314, -0.5555], [-0.5023, -0.6561, 0.2581], [0.0460, 0.1123, -0.0427], [-0.2251, 0.3788, -0.2773], [-0.1163, -0.1594, 0.0677], [0.0641, 0.0322, 0.6104], [0.0661, 0.0388, -0.2425], [-0.0590, -0.2146, 0.3329], [-0.3052, -0.3353, 1.3599], [0.8129, -0.1276, -0.9470], [-0.1470, -1.5165, 2.0195], [-0.1650, 1.8241, -1.9543], [-0.6262, 1.0592, -0.5045], [0.1938, -1.4163, 1.0900], [0.0425, 0.1680, 0.0455], [0.2742, -0.1643, -0.4324], [0.4403, 0.0159, -0.3506], [0.1215, 0.2121, -0.3297], [-0.0054, 0.1413, 0.1988], [-0.5764, -0.0248, -0.1388], [0.5522, -0.1647, 0.7365], [-0.6826, -0.0333, -1.0111], [-0.6427, 0.4905, 1.8777], [0.0155, -0.6129, -1.5608], [-0.1180, 0.4821, -0.0736], [1.3098, -0.8131, 0.2151], [0.2945, -0.0418, 0.0171], [-0.1285, 0.2723, -0.0086], [0.5280, -0.0201, -0.1721], [0.0128, 0.0982, -0.0396], [-0.2645, 0.0080, 0.1604], [-0.7395, 0.3732, -0.1396], [-0.9793, 0.8824, 0.9684], [1.4707, -1.4592, -1.3578], [-2.2723, -0.0238, -1.6012], [2.5272, 0.8855, 1.1865], [-0.1705, 1.1426, 2.3494], [-0.5146, -0.4063, -0.1589], [0.4508, -0.0994, -0.1500], [-0.2295, -0.2850, -0.3706], [0.1021, -0.6782, -0.1189], [0.2292, -0.2565, -0.3527], [-0.0034, -0.0237, -0.2478], [-0.2262, 0.0859, -0.2163], [0.0241, 1.3183, 0.1524], [0.0331, -1.2751, 1.9436], [0.8252, -0.5751, -3.5682], [-0.1786, -1.7898, 1.8405], [0.1900, 1.9173, -0.4538], [0.2761, -0.3323, -0.2656], [0.1611, 0.4828, 0.0003], [-0.2478, -0.0482, -0.2900], [-0.2862, 0.0479, -0.1029], [-0.3430, -0.1788, -0.4879], [0.2344, 0.7739, 0.6478], [-0.5168, -0.2764, 0.4052]],
  "mulliken_charge": [-0.17, -0.53, 0.06, -0.24, 0.31, 0.36, 0.27, -0.04, -0.01, 0.98, -0.58, -0.54, 0.02, -0.10, 0.32, -0.52, 0.34, 0.06, -0.28, -0.12, 0.19, 0.39, 1.23, 1.23, -0.42, -0.27, -0.02, -1.06, -0.29, -0.58, 1.04, -0.52, -0.62, 0.30, 0.21, 0.15, -0.63, 0.65, -0.55, -0.19, 0.33, 0.13, 0.24, -0.60, 1.00, -0.54, -0.58, 0.30, 0.16, 0.28, -0.56, -0.02, 0.49, -0.61, -0.08, -0.76, -0.07, 0.31, 0.39, 0.32, 0.30, 0.23, -0.70, -0.02, 0.58, -0.67, 0.07, -0.85, 0.02, 0.39, 0.32, 0.36, 0.24, 0.30, -0.55, -0.37, 0.93, -0.56, -0.38, -0.44, 0.06, 0.26, 0.39, 0.11, 0.24, 0.31, -0.18, -0.52, 0.81, -0.57, -0.38, -0.66, 0.35, 0.29, 0.05, 0.25, 0.29, 0.30, -0.60, -0.21, 0.72, -0.64, -0.22, 0.00, 0.32, 0.21, 0.20, 0.09, 0.37, -0.42, -0.15, 0.11, 0.53, -0.61, -0.27, -0.78, 0.33, 0.22, -0.51, 0.26, 0.35, 0.29, -0.52, 0.02, 0.28, -0.59, 0.03, -0.64, 0.03, 0.36, 0.16, 0.32, 0.32, 0.05, 0.87, -0.43, 0.66, -0.19, -0.40, -0.77, -0.19, -0.05, -0.41, 0.32, 0.35, 0.21],
  "lumo_energy_ev": -0.365,
  "spin_multiplicity": 1,
  "fmax_ev_per_a": 4.52
}